Molecular formula: C31H78O13V
Method: DFT, the ωB97M-V functional and the def2-TZVPD basis

Each line ends with the Löwdin charge.
Positions of all 123 atoms, in Å:
V (0.21173, -0.24401, 0.37600)  0.957
C (2.23835, -1.67306, 3.95366)  0.010
C (0.80347, -1.25791, 3.42189)  -0.641
O (0.80971, -0.40457, 2.44260)  -0.148
O (-0.21465, -1.70380, 3.95067)  -0.005
H (2.51924, -2.68846, 3.65161)  0.069
H (2.16449, -1.74731, 5.04456)  0.073
H (3.04606, -1.03726, 3.57838)  0.060
C (2.04995, -0.41362, -3.38621)  0.020
C (1.40238, -0.40182, -1.99885)  -0.666
O (1.91908, -0.95518, -0.99914)  -0.069
O (0.27239, 0.13774, -1.91725)  -0.069
H (2.42853, 0.61751, -3.63823)  0.101
H (1.31247, -0.75221, -4.04203)  0.043
H (2.81201, -1.14860, -3.56649)  0.070
C (0.36816, 4.11685, 1.01295)  -0.018
C (0.46535, 2.84120, 0.13512)  -0.443
C (1.22948, 3.06656, -1.13518)  -0.031
O (1.00609, 1.69965, 0.78911)  -0.137
H (0.10754, 3.82056, 2.04271)  0.061
H (-0.47339, 4.67223, 0.57902)  0.088
H (1.30609, 4.67642, 1.10749)  0.080
H (-0.52200, 2.51258, -0.15137)  0.109
H (0.96406, 2.37623, -1.94223)  0.051
H (2.28400, 2.99034, -0.92015)  0.083
H (1.06389, 4.12119, -1.43542)  0.096
H (1.78912, 1.90886, 1.33789)  0.080
C (0.29734, 1.98748, -4.73723)  -0.047
C (-0.96198, 1.93589, -5.63979)  -0.495
C (-2.25099, 2.39773, -5.05537)  -0.062
O (-0.57125, 2.77283, -6.75582)  -0.088
H (0.60677, 3.03482, -4.61142)  0.091
H (1.16502, 1.50129, -5.15477)  0.060
H (0.04712, 1.52662, -3.75958)  0.053
H (-1.12117, 0.91000, -5.99457)  0.113
H (-2.95866, 2.39695, -5.86019)  0.071
H (-2.17085, 3.37554, -4.48897)  0.117
H (-2.57607, 1.58028, -4.38109)  0.059
H (-1.37686, 2.80617, -7.36115)  0.112
C (6.52617, 0.73100, -0.41503)  -0.061
C (5.39314, -0.10260, -0.95249)  -0.530
C (5.75622, -1.38547, -1.66339)  -0.042
O (4.58857, -0.26638, 0.17496)  -0.065
H (6.16945, 1.71087, -0.13305)  0.068
H (7.26289, 0.77527, -1.22392)  0.084
H (7.03645, 0.37647, 0.48652)  0.085
H (4.85697, 0.56062, -1.66649)  0.140
H (4.84262, -1.97545, -1.72895)  0.072
H (6.46096, -1.96214, -1.06580)  0.083
H (6.14760, -1.23635, -2.66460)  0.081
H (3.74753, -0.70591, -0.06032)  0.069
C (-4.27865, -0.01623, -0.14253)  -0.043
C (-2.90873, 0.20480, -0.64085)  -0.475
C (-2.78011, 1.46704, -1.51488)  -0.031
O (-1.95436, 0.34442, 0.39610)  -0.143
H (-4.79567, 0.90194, 0.14129)  0.088
H (-4.38543, -0.78744, 0.63391)  0.089
H (-4.84692, -0.32818, -1.02072)  0.086
H (-2.64269, -0.70918, -1.16052)  0.127
H (-3.67031, 1.39976, -2.18252)  0.085
H (-1.88020, 1.64361, -2.10624)  0.057
H (-3.02756, 2.35169, -0.85962)  0.103
H (-2.33766, 0.56894, 1.30618)  0.121
C (-1.70804, -1.45910, -4.59358)  -0.041
C (-3.00281, -2.22019, -4.74908)  -0.523
C (-2.78629, -3.67004, -4.41273)  -0.057
O (-3.99694, -1.66821, -3.91715)  -0.039
H (-1.21807, -1.79134, -3.64153)  0.092
H (-1.77787, -0.39901, -4.60226)  0.028
H (-0.99541, -1.64429, -5.43784)  0.105
H (-3.37208, -2.20497, -5.78459)  0.136
H (-2.16167, -4.23988, -5.10366)  0.089
H (-3.75769, -4.17131, -4.42864)  0.081
H (-2.32429, -3.66221, -3.41534)  0.061
H (-4.78306, -2.20812, -4.06954)  0.090
C (-1.37459, 2.81563, 4.97330)  -0.042
C (-2.38670, 1.91783, 4.16137)  -0.387
C (-3.75537, 2.57208, 3.78295)  -0.048
O (-1.79524, 1.62990, 2.86056)  -0.099
H (-0.89667, 3.55881, 4.29709)  0.068
H (-0.54224, 2.23908, 5.42195)  0.075
H (-1.77212, 3.44652, 5.77731)  0.068
H (-2.54412, 0.93690, 4.63662)  0.135
H (-4.20737, 3.11953, 4.63259)  0.079
H (-4.51844, 1.89474, 3.46738)  0.053
H (-3.67399, 3.26137, 2.93185)  0.080
H (-1.10559, 0.97625, 3.00865)  0.060
C (-4.43974, -3.60889, 2.60083)  -0.067
C (-3.09960, -3.38855, 3.32011)  -0.422
C (-2.21109, -4.62971, 3.56098)  -0.042
O (-2.44856, -2.38285, 2.44273)  -0.137
H (-4.25945, -3.88712, 1.48873)  0.106
H (-5.05900, -2.69479, 2.66006)  0.075
H (-4.96413, -4.47377, 3.06745)  0.078
H (-3.31555, -2.87798, 4.24527)  0.126
H (-2.78570, -5.30230, 4.23505)  0.086
H (-1.28917, -4.41836, 4.08597)  0.068
H (-2.03287, -5.20092, 2.66173)  0.064
H (-1.58972, -2.13231, 2.90719)  0.051
C (5.39350, 2.68400, 3.34839)  -0.055
C (3.89208, 2.48536, 3.17042)  -0.470
C (3.04940, 3.55290, 3.79017)  -0.062
O (3.54762, 2.32851, 1.77903)  -0.071
H (5.95752, 1.98090, 2.78915)  0.047
H (5.77589, 2.65848, 4.41513)  0.103
H (5.71168, 3.65543, 2.92095)  0.090
H (3.56559, 1.49244, 3.72824)  0.163
H (3.01804, 4.52932, 3.29166)  0.089
H (3.35984, 3.77779, 4.78605)  0.075
H (2.01833, 3.23199, 3.77653)  0.064
H (4.01850, 1.57020, 1.37626)  0.081
C (0.91790, -3.43245, 0.96995)  -0.009
C (-0.09958, -3.17325, -0.18695)  -0.423
C (-0.93878, -4.40192, -0.65407)  -0.025
O (-0.96650, -2.07471, 0.11790)  -0.134
H (1.38453, -4.42083, 0.78009)  0.094
H (0.34054, -3.42656, 1.88238)  0.067
H (1.72204, -2.68831, 0.91344)  0.070
H (0.35122, -2.89587, -1.12733)  0.115
H (-1.63831, -4.81802, 0.06456)  0.060
H (-0.31972, -5.32149, -0.87081)  0.098
H (-1.44980, -3.97927, -1.53044)  0.056
H (-1.43260, -2.26397, 0.96931)  0.075

Output
HOMO (spin up / spin down)   -0.26730 / -0.35108 Eh
Multiplicity   4
Orbital gap (spin up / spin down)   7.90 / 10.18 eV
Net charge   0
E_LUMO (spin up / spin down)   0.02315 / 0.02314 hartree
Electronic energy   -3150.155341 a.u.
Strongest force on any atom   0.0575 hartree/bohr